Computed, not measured: C4H11N4 as an isolated structure at a distorted geometry, with wB97M-V/def2-TZVPD.

Each line ends with the Mulliken charge.
Positions of all 19 atoms, in Å:
C (0.4200, -0.0437, 0.2124)  -0.776
C (-1.0727, -0.4312, 0.6697)  0.191
C (0.4697, 1.4323, -0.2215)  0.071
C (-1.3677, -1.9083, 0.2065)  -1.287
N (-1.8577, 0.5344, 0.0049)  -0.010
N (-1.4039, 1.5335, -0.4225)  -0.313
N (1.4444, -0.3458, 1.1889)  -0.592
N (1.1187, 1.5086, -1.5013)  -0.307
H (0.6170, -0.5125, -0.8026)  0.249
H (-1.1448, -0.3579, 1.7816)  0.452
H (0.7041, 2.2106, 0.4702)  0.379
H (-1.4768, -2.0061, -0.8880)  0.329
H (-2.2376, -2.3127, 0.7414)  0.385
H (-0.5408, -2.4715, 0.5783)  0.358
H (1.6051, -1.3532, 1.2257)  0.360
H (0.8300, -0.2053, 2.1226)  0.409
H (1.6669, 2.4600, -1.5112)  0.414
H (0.4442, 1.5656, -2.2586)  0.339
H (1.7819, 0.7032, -1.5966)  0.350

## Properties
**Charge**: +1
**LUMO level**: -0.135 Eh
**HOMO-LUMO gap**: 9.1 eV
**DFT total energy**: -377.67199 Ha
**HOMO energy**: -0.4704 Eh